Entry 1:
{"formula": "C3H4N2O3", "method": "wB97M-V/def2-TZVPD", "charge": 0, "de_lowest_kcal_mol": 129.17, "e_lumo_ev": 0.534, "energy_ev": -12293.3938, "homo_ev": -9.86, "smiles": "O/N=C1\\COC=NO1", "species": ["N", "O", "C", "O", "O", "H", "N", "C", "H", "H", "C", "H"], "xyz": [[-0.57875, -1.16532, -1.47269], [0.75766, 1.20175, 0.51113], [-0.46826, -0.60570, -0.30772], [0.74075, -0.99587, -2.09876], [-1.66759, -0.29070, 0.40528], [-0.42237, 2.56885, 1.39344], [-1.58152, 0.98354, 0.98193], [-0.45019, 1.55346, 0.91771], [0.43023, -0.58602, 1.38184], [1.59808, -0.59453, 0.16668], [0.66412, -0.17945, 0.45975], [0.97782, -1.89002, -2.33861]]}


Entry 2:
{"formula": "C3H4N2O3", "method": "wB97M-V/def2-TZVPD", "charge": 0, "de_lowest_kcal_mol": 59.17, "e_lumo_ev": -0.368, "energy_ev": -12296.4295, "homo_ev": -9.11, "species": ["H", "O", "H", "N", "C", "H", "C", "N", "C", "H", "O", "O"], "xyz": [[-3.00938, 0.18879, 0.09080], [0.04810, -1.57291, 1.79100], [-1.89121, -0.93964, 0.81109], [-0.70452, 2.86455, -1.36084], [-1.03690, 2.01166, -0.63743], [0.63131, -1.95267, 2.40294], [2.75193, -0.22661, -1.68891], [-1.97883, 0.01474, 0.42441], [-0.95472, 0.77324, 0.04601], [0.61300, -0.71323, 1.48558], [2.89325, 0.39739, -2.63935], [2.63797, -0.84530, -0.72529]]}


Entry 3:
{"formula": "C3H4N2O3", "method": "wB97M-V/def2-TZVPD", "charge": 0, "de_lowest_kcal_mol": 124.45, "e_lumo_ev": -0.921, "energy_ev": -12293.5987, "homo_ev": -11.91, "smiles": "C[C@@](O)(C#N)[N+](=O)[O-]", "species": ["H", "O", "H", "H", "H", "O", "C", "O", "N", "C", "C", "N"], "xyz": [[-0.84031, 0.84607, 1.50801], [-0.61130, -0.25709, -2.23074], [0.77631, 0.05822, 1.71628], [1.45770, -0.35745, -1.65988], [0.80827, 1.80379, 1.23227], [1.50488, -0.04351, -0.72408], [0.28724, 0.80981, 1.19371], [-1.75571, 0.91446, -0.90368], [-0.78617, 0.24367, -1.15010], [0.28996, 0.06724, -0.15681], [-0.32563, -1.55382, 0.38754], [-0.80526, -2.53139, 0.78749]]}